(1)
C34H38N2O4PdSi as an isolated structure. Source: the Open Molecules 2025 dataset; level of theory: wB97M-V/def2-TZVPD.

```
80
Properties=species:S:1:pos:R:3:forces:R:3
Pd -0.29682 0.74501 -0.51104 0.15 0.46 2.35
C 4.43148 0.72271 2.73956 0.05 0.14 0.35
N 3.82538 0.83521 1.42916 -0.01 0.06 -0.18
C 4.76808 0.86431 0.32526 0.06 -0.01 -0.41
C 2.52528 0.97231 1.18616 -0.25 -0.15 0.28
O 2.06658 0.97941 0.03656 -0.58 -0.26 -0.04
C 1.59328 1.08921 2.40336 0.10 -0.18 -0.05
O 0.26488 1.42661 2.03906 -0.06 0.02 -0.16
C -0.14502 2.75061 2.34826 -0.07 -0.02 -0.18
C -0.15042 3.64471 1.09696 0.06 -0.30 0.20
O -0.10142 3.11471 -0.02094 -0.28 -0.23 -0.08
N -0.24552 4.96031 1.24856 0.12 0.11 -0.17
C -0.38442 5.68171 2.49476 -0.11 0.09 0.39
C -0.34252 5.80971 0.07366 -0.02 0.00 -0.43
H 5.26648 0.02411 2.67066 -0.07 0.03 0.03
H 3.73758 0.34431 3.48526 -0.03 -0.04 -0.02
H 4.82288 1.68681 3.07346 0.02 -0.03 0.02
H 5.28578 -0.09119 0.24256 0.01 -0.02 0.00
H 5.50388 1.65021 0.49546 0.01 0.00 0.03
H 4.22988 1.06711 -0.59704 0.11 -0.04 0.05
H 2.00318 1.82831 3.09996 -0.09 -0.14 -0.02
H 1.54088 0.11201 2.90186 0.11 0.21 -0.02
H 0.49008 3.16621 3.13546 -0.14 -0.06 -0.07
H -1.17352 2.67941 2.72566 0.18 0.12 0.02
H -0.04472 5.11011 3.35126 0.02 -0.05 0.02
H -1.42932 5.95791 2.65436 0.04 0.03 0.03
H 0.20718 6.59651 2.43986 -0.02 -0.08 0.03
H -0.22582 5.20171 -0.81944 -0.02 0.11 0.06
H 0.44088 6.56811 0.09576 -0.05 -0.02 0.05
H -1.31662 6.30181 0.05676 0.03 0.05 0.00
O -0.41112 2.43391 -2.97404 0.54 -0.50 0.06
C -0.09032 1.52761 -2.38014 -0.36 0.69 -1.14
C -2.68042 1.44211 -0.57874 -0.48 -0.71 -0.69
C -3.04812 1.21601 -1.92034 -0.07 -0.25 -0.18
C -3.62912 2.23941 -2.71924 0.16 -0.01 0.22
C -4.03362 1.98241 -4.00714 -0.13 0.13 -0.04
C -3.84372 0.72001 -4.57314 0.19 0.12 0.41
C -3.25232 -0.29479 -3.82174 0.12 -0.17 -0.03
C -2.86672 -0.06509 -2.52464 -0.23 0.06 0.36
H -2.73782 0.60141 0.11676 0.42 0.02 -0.05
H -2.86542 2.42591 -0.16394 0.46 0.08 0.04
H -3.77672 3.21661 -2.28524 -0.01 0.15 0.01
H -4.51372 2.75461 -4.58864 0.02 0.10 -0.01
H -4.14812 0.53221 -5.59104 -0.06 -0.01 -0.10
H -3.09932 -1.26969 -4.25984 0.00 -0.08 -0.02
H -2.42432 -0.86149 -1.93914 -0.06 0.02 -0.06
C -4.30732 -3.37269 -0.70094 -0.18 -0.01 0.01
C -4.07482 -2.50219 0.35116 0.02 0.15 0.20
C -2.79492 -2.02249 0.57336 -0.27 0.10 -0.07
C -1.74892 -2.40409 -0.25874 1.38 1.38 0.16
C -1.98212 -3.28799 -1.30394 -0.09 0.00 -0.19
C -3.26562 -3.76679 -1.52114 0.16 -0.12 -0.05
Si 0.02308 -1.63799 0.00626 0.33 -3.09 -0.91
C 0.61488 -2.49409 1.64366 -0.26 1.66 -0.91
C -0.26212 -3.22699 2.43916 -0.24 0.02 0.12
C 0.18938 -3.84869 3.59306 -0.03 -0.06 -0.13
C 1.52268 -3.75429 3.95086 0.01 0.01 0.06
C 2.39958 -3.00569 3.18166 0.17 0.01 -0.18
C 1.95008 -2.37949 2.03106 0.05 0.09 0.28
C 1.22218 -2.23859 -1.40194 -1.09 1.21 0.89
C 1.08758 -1.68419 -2.67474 -0.09 -0.10 -0.18
C 1.84688 -2.16129 -3.72854 -0.08 0.18 -0.09
C 2.75748 -3.18389 -3.52124 0.05 -0.03 0.00
C 2.89948 -3.73669 -2.25974 0.03 0.01 0.01
C 2.14408 -3.25899 -1.20114 0.03 -0.15 0.17
H -5.30442 -3.74689 -0.87494 -0.09 -0.03 -0.04
H -4.88152 -2.18689 0.99596 -0.11 -0.06 0.05
H -2.61622 -1.33929 1.39476 -0.01 0.03 0.14
H -1.17972 -3.59759 -1.95564 0.13 0.00 -0.09
H -3.44362 -4.44689 -2.33814 -0.06 -0.14 -0.08
H -1.30132 -3.33179 2.16396 -0.02 0.02 0.00
H -0.50302 -4.40179 4.20936 -0.03 -0.11 0.01
H 1.88598 -4.26679 4.82626 0.02 -0.02 0.19
H 3.43458 -2.91749 3.47796 0.10 -0.04 -0.01
H 2.63748 -1.79059 1.44026 0.13 0.02 -0.12
H 0.37008 -0.88879 -2.85624 0.12 -0.17 0.00
H 1.73088 -1.72699 -4.71024 0.01 0.01 -0.11
H 3.35778 -3.54729 -4.34094 0.04 -0.05 -0.08
H 3.60118 -4.53899 -2.09484 0.08 -0.09 0.01
H 2.26368 -3.70589 -0.22674 0.00 -0.06 0.10
```
Positions in Å, forces in eV/Å.

Properties
**HOMO-LUMO gap (spin up / spin down)**: 5.856 / 5.853 eV
**E_LUMO (spin up / spin down)**: -0.2977 / -0.2973 Ha
**HOMO energy (spin up / spin down)**: -13.958 / -13.944 eV
**DFT total energy**: -58386.35803 eV
**Total charge**: +2

---

(2)
C11H17IN2O6PS2 as an isolated structure. Source: the Open Molecules 2025 dataset; level of theory: wB97M-V/def2-TZVPD.

```
40
Properties=species:S:1:pos:R:3:forces:R:3
C -3.38554 -2.09332 5.16339 0.18 -0.26 -0.32
C -2.47137 -2.24759 3.94736 -0.35 0.38 0.36
C -2.93827 -1.49404 2.71632 0.32 0.14 0.21
I -3.39652 0.54838 3.18609 -0.04 -0.11 -0.17
S -1.72432 -1.69945 1.36252 0.35 0.03 0.19
O -2.48013 -1.78435 0.15022 -0.60 0.47 -0.63
O -1.07218 -2.91553 1.74391 0.62 -0.84 0.43
N -0.67520 -0.50994 1.44787 -0.80 0.32 -0.46
S -0.73447 0.60495 0.26877 0.18 -0.01 1.46
O -2.01160 1.21315 0.02182 -0.75 0.32 0.09
O -0.03884 0.13971 -0.89195 0.82 -0.49 -1.05
P 0.51513 2.17578 1.03980 0.31 0.54 -0.83
C -0.50989 3.01718 2.29748 0.26 -0.61 0.37
C 1.74620 1.19948 1.97302 -0.30 0.17 0.08
H -4.41212 -1.90839 4.87567 -0.30 0.08 -0.06
H -3.37201 -3.00546 5.74848 0.08 -0.13 0.28
H -3.03778 -1.26918 5.76430 -0.12 0.29 0.36
H -2.40237 -3.28783 3.67205 0.13 -0.29 -0.18
H -1.47959 -1.90403 4.20985 0.36 -0.06 -0.01
H -3.85461 -1.93090 2.34826 -0.29 0.05 -0.23
H -1.53575 3.07830 1.96811 -0.27 0.09 -0.25
H -0.48428 2.48547 3.24137 -0.11 -0.16 0.26
H -0.10099 4.00506 2.45226 0.05 0.37 -0.03
H 1.94120 0.32553 1.36939 0.20 -0.33 -0.09
H 1.38238 0.88872 2.94186 -0.17 -0.22 0.24
H 2.65698 1.76950 2.09573 0.26 0.18 -0.02
C 0.94906 -0.48347 -3.77135 -0.10 -0.06 -0.05
C 2.10196 -0.18611 -3.05993 0.05 -0.01 0.02
C 3.17959 0.40430 -3.69660 0.07 -0.04 0.14
C 3.08434 0.68723 -5.04813 -0.04 0.00 0.04
C 1.94706 0.39349 -5.77639 -0.15 0.00 -0.18
C 0.87484 -0.19596 -5.12769 0.05 -0.03 0.10
N 4.21834 1.32663 -5.72793 0.11 0.03 -0.07
O 5.22006 1.55769 -5.07407 -0.13 -0.02 -0.12
O 4.09939 1.59091 -6.91275 0.05 -0.03 0.17
H 0.10907 -0.93000 -3.25758 0.00 0.06 0.07
H 2.14504 -0.40422 -2.00342 -0.06 0.04 0.03
H 4.07710 0.64293 -3.14734 0.06 0.05 -0.07
H 1.89482 0.62230 -6.82962 0.10 0.05 -0.01
H -0.02473 -0.42693 -5.68111 -0.02 0.00 -0.02
```
Positions in Å, forces in eV/Å.

Properties
**HOMO-LUMO gap**: 7.439 eV
**E_LUMO**: 0.0639 Ha
**HOMO energy**: -5.701 eV
**DFT total energy**: -66006.53292 eV
**Total charge**: -1